A structure of composition C5H12N2O in a non-equilibrium geometry. Source: OMol25; level of theory: wB97M-V/def2-TZVPD.

Positions of all 20 atoms, in Å:
C: -0.65146 0.51617 -0.46795
C: 1.87000 -0.43960 -0.27742
C: -0.96634 -0.25389 -1.72796
N: 0.84389 0.55797 -0.01767
C: -0.74549 -0.11333 0.82041
N: 1.28671 1.82049 0.45767
C: -0.61967 -1.07183 1.71437
O: -2.59375 0.31076 0.82908
H: -3.17816 -0.46033 0.82915
H: -1.00937 1.54427 -0.48128
H: 1.97460 2.21756 -0.18042
H: 1.70997 1.71772 1.37704
H: 1.43023 -1.36105 -0.65690
H: 2.39629 -0.66772 0.65396
H: 2.59954 -0.05848 -1.00034
H: -0.78676 -1.32456 -1.62249
H: -2.03108 -0.11981 -1.91970
H: -0.36895 0.12412 -2.56414
H: 0.32277 -1.55304 1.94926
H: -1.48296 -1.38539 2.28534

Output
2S+1   1
HOMO-LUMO gap   0.321 hartree
Highest occupied orbital energy   -8.004 eV
E_tot   -10401.7495 eV
Maximum force   0.1119 hartree/bohr